ORCA calculation (ωB97M-V with the def2-TZVPD basis set) on a single C3H3NO2 molecule.

Calculated values
- molecular weight (g mol⁻¹) = 85.06
- energy above the lowest of the compared OMol25 structures with the same formula, charge and spin (eV) = 3.597
- multiplicity = 1
- highest occupied orbital energy (eV) = -9.03
- HOMO-LUMO gap (eV) = 9.30
- energy (Ha) = -321.24547

Last column: Löwdin charge in e.
Geometry (Å):
O -0.366156 -1.691953 1.428076  0.155
C -0.167222 -0.682620 0.821184  -0.502
N -0.152148 -0.601775 -0.688125  0.088
C 0.351569 0.785223 -1.128117  -0.070
C 0.392264 1.358064 0.077448  -0.163
O 0.077450 0.528941 1.236350  0.069
H 0.355917 -1.391490 -1.090932  0.165
H -1.111366 -0.673364 -1.035964  0.166
H 0.619692 2.368972 0.380079  0.092

Atoms 1-2, force components in eV/Å:
O 0.06 0.55 -0.32
C -0.09 -0.35 0.14

***

ORCA calculation (ωB97M-V with the def2-TZVPD basis set) on a molecular structure, CH5NOSi at a distorted geometry.

Calculated values
- molecular weight (g mol⁻¹) = 75.14
- energy above the lowest of the compared OMol25 structures with the same formula, charge and spin (eV) = 2.448
- multiplicity = 1
- highest occupied orbital energy (eV) = -10.51
- HOMO-LUMO gap (eV) = 10.55
- energy (Ha) = -460.47208

Last column: Löwdin charge in e.
Geometry (Å):
C 2.112398 0.208640 -0.242340  -0.054
N 1.053067 -0.425572 -0.453609  0.087
O -0.183427 0.125086 0.649399  -0.426
Si -1.720212 -0.224056 0.257007  0.496
H 2.982713 0.249889 -0.913505  0.096
H 2.124990 1.030757 0.418310  0.066
H -2.453666 -1.058566 1.139834  -0.097
H -2.447537 1.032937 0.045502  -0.074
H -1.468324 -0.939118 -0.900599  -0.095

Atoms 1-2, force components in eV/Å:
C -0.72 1.14 -0.50
N -2.11 0.10 1.18

***

Question: Look up the multiplicity of the second one.
Answer: 1

***

Question: Which of these has the highest highest occupied orbital energy?
Answer: C3H3NO2